# 1
120
Properties=species:S:1:pos:R:3 method="wB97M-V/def2-TZVPD" relative_energy_kj_mol=693.30 energy_ha=-3057.49328 homo_lumo_gap_ev=9.4 e_homo_ev=-9.896 max_force_ev_per_a=2.328 charge=0
O 3.81 1.21 -1.76
O 0.89 0.96 5.09
O -2.30 3.14 3.72
O 2.05 -1.30 -5.80
H -1.11 1.87 -0.35
H -2.59 5.77 0.60
H 4.57 -1.61 -1.40
H 3.79 -3.63 -0.03
O 2.19 -1.30 -1.71
O 0.31 -0.72 3.11
O -1.40 2.01 0.58
O 2.84 2.84 2.90
H 1.54 4.96 -2.11
H 1.19 2.45 -5.90
O -3.77 0.46 -1.59
H 1.60 -4.98 -1.38
H 5.24 -1.05 0.20
H 1.32 -1.00 -1.99
H -2.21 3.39 2.79
H -0.73 -2.94 -1.89
H -4.71 0.55 -1.36
H 2.20 -0.43 -6.16
H 4.83 -3.77 -3.23
H 4.04 0.54 -5.05
H 0.74 -4.52 -0.24
O -6.04 -0.57 -0.30
H -0.12 -2.37 1.19
H -0.71 3.75 5.63
H -4.14 -5.38 -1.77
H -2.66 0.15 1.01
O 5.34 0.37 3.27
H 3.08 -3.53 1.42
H 3.30 2.43 2.16
O -2.89 4.85 0.56
H 2.55 0.52 0.81
O -5.09 3.78 2.65
H -1.49 2.97 0.49
H 4.03 -4.60 -2.25
O -4.26 -4.43 -1.67
H -1.62 -6.34 0.88
O -2.55 -6.25 0.67
H -0.81 -1.46 -4.98
H -4.74 0.73 2.08
O -2.70 0.30 1.98
H 5.57 0.52 2.34
O -0.64 -3.89 -2.05
H -1.86 -0.03 -3.57
H -6.32 -0.18 0.55
H 1.03 5.86 2.02
H 0.94 0.55 5.96
O 3.30 -0.03 1.05
H -1.95 0.92 1.99
O -4.39 -2.73 3.64
H 0.56 -1.97 -5.29
O 3.19 0.85 -4.73
H 3.47 0.30 -1.71
H 3.11 0.50 -3.84
O 0.86 4.97 1.66
H 4.61 0.97 3.41
H -0.91 3.08 -5.37
H -1.83 4.26 -4.73
H -3.04 -6.22 1.49
O -1.75 3.34 -4.97
H -2.22 2.18 3.66
O 1.11 5.74 -1.74
O -0.16 4.01 4.89
H -6.53 -1.41 -0.25
H -2.63 -0.67 -2.38
O 2.23 3.27 -2.54
H 0.49 1.52 -5.06
H -0.94 -1.09 0.06
O 0.43 -2.44 0.39
H -0.13 2.90 -2.56
O -5.69 0.61 2.10
H -1.53 -2.41 3.42
H 0.06 -0.30 3.93
O -0.12 2.34 -1.77
H -4.98 -2.31 0.67
H 1.32 -2.14 0.57
O 0.71 2.46 -5.07
H 5.07 -1.86 1.20
H 0.73 1.91 5.17
O -0.23 -2.17 -4.74
H 4.76 1.20 -1.63
H -0.83 4.43 4.35
H 6.10 -1.86 -1.59
H 2.10 -0.54 5.02
H -3.55 -4.07 -1.15
H -0.91 -4.13 -1.16
H 1.77 6.04 -1.11
H -4.09 -3.54 1.00
H -4.28 4.30 2.64
O -1.76 -0.38 -2.69
O -1.89 -1.07 -0.16
H -3.51 -2.32 3.57
H -4.76 2.90 2.87
H -1.78 -1.67 2.17
H 3.06 2.84 -2.27
H 3.47 -0.54 4.71
H 2.08 -2.26 -1.63
H 2.05 2.76 -3.34
H -3.70 4.93 0.05
O 4.57 -3.80 -2.31
H -4.34 -3.30 2.88
H 2.87 -0.71 1.58
H 1.25 -0.75 2.99
H -6.17 0.73 2.91
O 5.88 -1.41 0.87
O 2.67 -1.00 4.40
H 2.44 -1.51 -4.96
H 1.65 4.66 2.15
H -1.89 -0.21 -0.61
O 3.47 -3.06 0.68
H 2.14 2.18 2.97
H 0.84 2.28 -1.66
O -1.93 -2.54 2.55
O -5.00 -3.25 0.90
O 1.65 -4.53 -0.53
O 5.38 -1.24 -1.75
H -3.52 1.38 -1.44



# 2
120
Properties=species:S:1:pos:R:3 method="wB97M-V/def2-TZVPD" relative_energy_kj_mol=928.95 energy_ha=-3057.40353 homo_lumo_gap_ev=9.2 e_homo_ev=-10.142 max_force_ev_per_a=3.278 charge=0
H 0.91 5.42 0.82
H 5.53 0.31 2.92
O 4.28 -1.89 -3.54
O -2.10 0.85 -2.28
O 4.85 -3.26 2.66
O 1.31 4.72 -1.11
O -1.29 0.82 5.63
H 2.72 0.04 -4.35
O -0.59 1.31 2.90
H -1.15 -1.64 -1.35
O 0.71 -2.65 -4.57
O 2.64 -0.08 1.99
H 3.08 -0.21 1.16
O -2.81 4.24 -1.17
H -3.95 2.36 2.42
H 1.53 -2.22 -4.79
H -0.59 5.35 -2.71
H 3.29 3.27 -0.56
H 3.95 -3.27 2.28
H 3.23 2.41 -3.44
H 5.12 -1.98 -3.08
O -0.55 3.20 -0.11
O -5.58 3.54 -0.52
O -3.08 1.94 2.51
H -1.18 6.17 -1.73
H -3.88 1.41 -1.46
H -4.39 -0.91 3.65
H -5.73 -0.50 3.40
O 2.32 -3.12 3.77
O -4.85 -0.28 3.06
O -4.12 -2.68 -1.96
H 3.48 -4.37 -1.52
H 4.23 1.98 -2.32
H 4.72 1.44 -0.19
H 3.72 -1.70 -1.22
O 0.16 -2.71 5.20
H 0.64 -4.78 -3.79
H -5.92 3.61 -1.42
O 0.23 2.01 -2.62
O -4.80 1.11 -1.52
O 3.47 2.54 -2.50
O 0.27 5.45 1.55
H -2.81 0.42 -2.94
O -4.03 -0.09 -3.61
O 0.78 -5.36 0.94
O -1.16 -4.12 -0.08
H -0.11 1.37 -3.25
H -3.35 1.12 2.07
H -3.68 -3.51 -2.13
H -0.31 -1.13 0.97
O 3.61 3.20 0.36
H -0.30 -0.56 -2.09
O 1.48 1.39 0.24
H -0.49 3.57 0.80
H 1.20 -3.25 -0.79
H -2.10 3.59 -1.00
H -4.52 -4.59 0.76
H 4.18 0.55 3.52
H -1.19 0.66 3.33
H 0.05 -0.23 2.08
H -0.62 2.24 -0.16
H -4.89 0.06 -3.21
H -1.70 -3.49 -0.55
O 1.64 -3.14 0.07
H -1.20 1.36 2.15
H -0.47 -0.15 -4.84
H 3.68 2.24 0.26
O 4.98 1.02 3.27
O -2.34 -1.16 3.44
H -0.98 1.73 5.51
H 1.16 2.13 0.77
H -4.72 3.99 -0.63
O -0.36 -1.10 -1.29
H 1.46 -6.03 1.06
H -4.29 -3.23 1.42
H 1.15 3.91 -1.58
O 5.32 1.06 -0.86
H 4.66 0.60 -1.40
H -3.80 -2.02 -1.34
H -2.58 0.33 -1.62
H 3.80 -2.69 -3.71
O 3.19 0.88 -4.27
H 2.16 4.82 -0.69
H 0.13 -1.95 -4.17
H 0.60 -3.48 5.57
O -0.21 -1.17 1.94
H 1.34 1.77 -0.65
O 0.87 -5.11 -2.92
H -1.60 -1.62 3.01
O -1.31 6.00 -2.68
H 2.30 -1.55 -1.94
H 2.34 -4.20 -2.53
H 3.00 1.10 -5.21
H -3.87 -1.01 -3.87
H 2.44 0.82 2.23
H -2.30 -0.11 0.34
H 4.81 -2.31 2.86
O -1.70 4.06 4.58
O 3.32 -4.14 -2.43
H 1.92 -2.20 -0.06
H 0.35 -2.84 4.26
H -1.30 -0.08 -3.63
H -0.47 5.95 1.19
O -0.41 -0.46 -3.92
H -2.17 -1.03 4.38
H 1.11 -6.04 -2.89
O -4.75 -4.07 1.54
H -0.27 2.83 -2.61
H -5.27 1.75 -0.95
H -2.08 3.56 3.85
O -2.36 -1.07 0.45
H -0.89 3.75 4.99
H -2.38 -1.14 1.42
O 2.91 -1.19 -1.30
H -2.59 4.92 -1.83
H 0.96 -4.40 0.97
H 2.94 -3.35 4.46
H -1.53 -4.98 0.14
H -0.43 0.43 5.83
H 2.16 -2.25 3.40